(1)
{
  "formula": "C7H9NOS",
  "method": "ωB97M-V/def2-TZVPD",
  "symbols": ["C", "C", "C", "C", "S", "C", "C", "N", "C", "O", "H", "H", "H", "H", "H", "H", "H", "H", "H"],
  "coordinates": [[-2.27, 0.78, 0.80], [-1.41, -0.24, 0.13], [-2.30, -1.28, -0.76], [-0.13, -0.35, 0.25], [0.82, -1.60, -0.48], [2.48, -1.19, -0.14], [2.98, -0.01, 0.08], [2.36, 1.20, -0.09], [2.37, 2.37, -0.36], [2.36, 3.51, -0.63], [-1.84, 1.37, 1.63], [-3.18, 0.28, 1.23], [-2.51, 1.49, 0.07], [-1.55, -1.99, -1.09], [-2.65, -0.87, -1.79], [-3.09, -1.73, -0.24], [0.43, 0.18, 1.02], [3.10, -2.08, 0.18], [4.02, 0.14, 0.17]],
  "mulliken_charge": [-1.294, 0.234, -1.130, 0.036, -0.179, -0.261, -0.263, -0.195, 0.560, -0.487, 0.342, 0.312, 0.331, 0.299, 0.261, 0.363, 0.397, 0.293, 0.379],
  "smiles": "CC(C)=CS/C=C\\N=C=O",
  "homo_ha": -0.294,
  "e_above_lowest_kj_mol": 111.8,
  "lumo_energy_ev": 0.651,
  "total_charge": 0,
  "orbital_gap_ev": 8.66
}


(2)
{
  "formula": "C3H9N2O2",
  "method": "ωB97M-V/def2-TZVPD",
  "symbols": ["C", "N", "O", "H", "H", "H", "C", "O", "C", "N", "H", "H", "H", "H", "H", "H"],
  "coordinates": [[-0.37, -2.25, 0.49], [-0.74, -3.54, 0.22], [-0.11, -1.85, 1.59], [-0.41, -1.63, -0.42], [-0.84, -4.21, 0.96], [-0.84, -3.82, -0.74], [0.60, 2.23, -1.23], [1.67, 2.86, -1.70], [0.75, 1.67, 0.21], [-0.41, 0.84, 0.57], [-0.38, 2.83, -1.17], [0.22, 1.35, -1.84], [1.68, 1.10, 0.26], [0.84, 2.53, 0.90], [-0.39, 0.58, 1.54], [-1.28, 1.32, 0.37]],
  "mulliken_charge": [0.210, -0.361, -0.555, 0.249, 0.213, 0.203, -0.363, -0.859, -0.348, -0.405, 0.069, 0.108, 0.267, 0.239, 0.175, 0.157],
  "homo_ha": -0.074,
  "e_above_lowest_kj_mol": 274.4,
  "lumo_energy_ev": 3.152,
  "total_charge": -1,
  "orbital_gap_ev": 5.16
}


(3)
{
  "formula": "C6H9NO",
  "method": "ωB97M-V/def2-TZVPD",
  "symbols": ["C", "O", "C", "C", "C", "C", "N", "C", "H", "H", "H", "H", "H", "H", "H", "H", "H"],
  "coordinates": [[-1.25, 1.33, 0.02], [0.20, 1.38, -0.06], [0.73, 0.00, -0.12], [1.69, -0.44, 0.89], [2.13, -0.21, -0.58], [-0.50, -0.75, -0.57], [-1.73, -1.38, -0.12], [-1.41, -0.09, 0.42], [-1.62, 2.10, 0.72], [-1.75, 1.57, -0.94], [1.74, -1.46, 1.25], [1.99, 0.34, 1.62], [2.63, 0.72, -0.84], [2.34, -1.04, -1.26], [-0.69, -0.35, -1.57], [-1.52, -2.07, 0.60], [-0.99, -0.17, 1.42]],
  "mulliken_charge": [-0.608, -0.461, 0.876, -0.863, -0.783, -0.246, -0.576, 0.210, 0.304, 0.261, 0.256, 0.238, 0.257, 0.264, 0.327, 0.299, 0.246],
  "smiles": "C1OC2(CC2)[C@H]2N[C@H]12",
  "homo_ha": -0.331,
  "e_above_lowest_kj_mol": 519.1,
  "lumo_energy_ev": 0.961,
  "total_charge": 0,
  "orbital_gap_ev": 9.97
}


(4)
{
  "formula": "C24H27O10P",
  "method": "ωB97M-V/def2-TZVPD",
  "symbols": ["C", "C", "C", "O", "C", "O", "O", "C", "O", "O", "C", "C", "C", "C", "C", "P", "O", "O", "O", "H", "H", "H", "H", "H", "H", "H", "H", "H", "H", "H", "H", "H", "H", "H", "H", "H", "H", "H", "O", "C", "C", "C", "C", "C", "C", "C", "C", "O", "C", "C", "C", "C", "C", "C", "H", "H", "H", "H", "H", "H", "H", "H"],
  "coordinates": [[3.22, 5.24, -2.89], [3.86, 3.88, -3.12], [3.93, 3.12, -1.82], [2.64, 2.60, -1.45], [2.43, 1.31, -1.78], [3.00, 0.46, -0.83], [2.96, 0.88, -3.04], [2.48, -0.43, -3.04], [3.08, -1.42, -3.38], [1.20, -0.38, -2.59], [0.95, 0.93, -2.07], [0.42, 1.87, -3.18], [0.25, 1.14, -4.52], [-0.89, 2.62, -2.84], [-0.68, 4.05, -2.32], [0.05, 0.81, -0.47], [0.69, -0.09, 0.47], [-0.08, 2.28, 0.14], [-1.43, 0.24, -0.80], [2.98, 5.76, -3.81], [2.32, 5.11, -2.30], [3.88, 5.84, -2.29], [3.36, 3.32, -3.89], [4.87, 4.03, -3.48], [4.22, 3.81, -1.04], [4.68, 2.35, -1.87], [3.94, 0.42, -0.98], [1.16, 2.63, -3.34], [1.23, 0.88, -4.89], [-0.15, 1.85, -5.23], [-0.37, 0.27, -4.44], [-1.55, 2.05, -2.20], [-1.42, 2.73, -3.77], [-1.27, 4.73, -2.91], [0.35, 4.36, -2.42], [-0.99, 4.18, -1.29], [-1.00, 2.46, 0.33], [-2.11, 0.90, -0.62], [-1.69, -0.99, 3.56], [-1.91, -2.18, 3.64], [-1.51, -3.11, 2.55], [-0.85, -2.62, 1.44], [-0.45, -3.48, 0.43], [-0.70, -4.84, 0.54], [-1.37, -5.34, 1.64], [-1.79, -4.48, 2.65], [-2.52, -5.04, 3.81], [-2.81, -6.22, 3.88], [-2.90, -4.11, 4.92], [-3.56, -4.61, 6.03], [-3.89, -3.76, 7.08], [-3.57, -2.41, 7.01], [-2.92, -1.90, 5.89], [-2.59, -2.75, 4.84], [-0.64, -1.56, 1.35], [0.07, -3.09, -0.43], [-0.38, -5.51, -0.25], [-1.58, -6.40, 1.72], [-3.80, -5.66, 6.08], [-4.40, -4.15, 7.95], [-3.82, -1.75, 7.83], [-2.67, -0.85, 5.83]],
  "mulliken_charge": [-1.273, -0.227, -0.504, -0.265, -0.739, -0.473, -0.403, 0.556, -0.569, -0.577, 2.554, 0.676, -1.908, -0.606, -0.836, 0.590, -0.821, -0.525, -0.573, 0.333, 0.159, 0.427, 0.193, 0.504, 0.508, 0.290, 0.520, -0.434, 0.318, 0.604, 0.389, 0.107, 0.564, 0.371, -0.009, 0.282, 0.435, 0.379, -0.662, 0.457, -0.006, -0.647, -0.375, -0.638, -0.636, 0.378, 0.574, -0.671, 0.148, -0.551, -0.472, -0.483, -0.491, 0.119, 0.780, 0.551, 0.400, 0.476, 0.472, 0.401, 0.393, 0.467],
  "smiles": "CCCO[C@]1(O)OC(=O)O[C@@]1([C@@H](C)CC)P(=O)(O)O.O=C1c2ccccc2C(=O)c2ccccc21",
  "homo_ha": -0.343,
  "e_above_lowest_kj_mol": 0.0,
  "lumo_energy_ev": -0.592,
  "total_charge": 0,
  "orbital_gap_ev": 8.75
}


(5)
{
  "formula": "C4H4O",
  "method": "ωB97M-V/def2-TZVPD",
  "symbols": ["C", "C", "C", "C", "O", "H", "H", "H", "H"],
  "coordinates": [[-1.44, 0.07, 0.04], [-0.04, -0.43, 0.20], [1.04, 0.24, -0.17], [2.32, 0.36, -0.27], [3.45, 0.63, -0.43], [-1.44, 1.13, -0.19], [-2.03, -0.12, 0.94], [-1.94, -0.46, -0.78], [0.08, -1.42, 0.66]],
  "mulliken_charge": [-0.965, 0.291, -0.562, 0.473, -0.434, 0.309, 0.321, 0.262, 0.306],
  "smiles": "CC=C=C=O",
  "homo_ha": -0.325,
  "e_above_lowest_kj_mol": 131.3,
  "lumo_energy_ev": -0.330,
  "total_charge": 0,
  "orbital_gap_ev": 8.52
}


(6)
{
  "formula": "C11H14N2O2",
  "method": "ωB97M-V/def2-TZVPD",
  "symbols": ["C", "C", "O", "N", "N", "O", "C", "C", "C", "C", "C", "C", "C", "C", "C", "H", "H", "H", "H", "H", "H", "H", "H", "H", "H", "H", "H", "H", "H"],
  "coordinates": [[0.82, -1.94, -0.84], [1.34, -0.82, 0.20], [2.69, -0.98, 0.35], [3.38, 0.20, 0.06], [4.60, 0.40, -0.12], [5.47, -0.43, 0.12], [2.45, 1.25, 0.17], [1.09, 0.56, -0.29], [-0.13, 1.50, 0.20], [-1.38, 0.72, 0.15], [-2.04, 0.62, 1.34], [-3.22, -0.18, 1.41], [-3.76, -0.65, 0.23], [-3.15, -0.47, -0.99], [-1.97, 0.19, -1.01], [-0.18, -1.59, -1.06], [0.97, -2.90, -0.46], [1.34, -1.90, -1.79], [0.78, -0.97, 1.15], [2.68, 2.21, -0.33], [2.19, 1.54, 1.30], [1.18, 0.64, -1.36], [-0.04, 2.28, -0.50], [0.13, 1.83, 1.23], [-1.77, 1.09, 2.25], [-3.67, -0.46, 2.36], [-4.78, -1.20, 0.12], [-3.67, -0.80, -1.98], [-1.34, 0.26, -1.88]],
  "mulliken_charge": [-1.336, 0.468, -0.349, 1.026, -0.559, -0.525, -0.922, 0.004, -1.041, 0.651, -0.612, -0.701, -0.201, -0.542, -0.188, 0.322, 0.409, 0.341, 0.221, 0.382, 0.275, 0.364, 0.406, 0.456, 0.369, 0.383, 0.214, 0.257, 0.426],
  "smiles": "C[C@H]1ON(N=O)C[C@@H]1Cc1ccccc1",
  "homo_ha": -0.326,
  "e_above_lowest_kj_mol": 461.4,
  "lumo_energy_ev": 0.636,
  "total_charge": 0,
  "orbital_gap_ev": 9.52
}


(7)
{
  "formula": "C6H5FO",
  "method": "ωB97M-V/def2-TZVPD",
  "symbols": ["C", "C", "C", "C", "C", "C", "O", "F", "H", "H", "H", "H", "H"],
  "coordinates": [[-0.39, -1.14, -0.06], [-1.60, -0.50, -0.04], [-1.79, 0.85, 0.07], [1.47, 0.69, -0.64], [0.88, -0.50, 0.27], [0.77, 1.01, 0.62], [-2.51, 1.78, -0.05], [-2.80, -1.24, -0.08], [-0.49, -2.14, -0.30], [2.57, 0.61, -0.59], [0.97, 0.50, -1.56], [1.68, -1.16, 0.80], [1.24, 1.25, 1.56]],
  "mulliken_charge": [-0.519, 0.543, 0.218, -0.442, -0.189, -0.617, -0.363, -0.287, 0.506, 0.288, 0.304, 0.357, 0.202],
  "homo_ha": [-0.290, -0.305],
  "e_above_lowest_kj_mol": 450.5,
  "lumo_energy_ev": [-0.699, -0.638],
  "total_charge": 0,
  "orbital_gap_ev": [7.20, 7.67]
}


(8)
{
  "formula": "C26H51BN6O8",
  "method": "ωB97M-V/def2-TZVPD",
  "symbols": ["C", "N", "C", "B", "O", "C", "O", "O", "C", "C", "C", "C", "N", "C", "C", "C", "C", "C", "C", "C", "O", "H", "H", "H", "H", "H", "H", "H", "H", "H", "H", "H", "H", "H", "H", "H", "H", "H", "H", "H", "H", "H", "H", "H", "C", "N", "C", "C", "O", "H", "H", "H", "H", "H", "H", "H", "C", "N", "C", "C", "O", "H", "H", "H", "H", "H", "H", "H", "C", "N", "C", "C", "O", "H", "H", "H", "H", "H", "H", "H", "C", "N", "C", "C", "O", "H", "H", "H", "H", "H", "H", "H"],
  "coordinates": [[-4.25, -3.51, 1.79], [-4.73, -2.25, 1.16], [-3.79, -1.13, 1.39], [-5.10, -2.42, -0.26], [-6.27, -1.77, -0.70], [-4.26, -3.23, -1.37], [-4.34, -4.44, -1.42], [-3.44, -2.60, -2.33], [-2.10, -2.56, -1.76], [-1.02, -2.15, -2.85], [0.15, -3.23, -2.74], [0.97, -3.12, -1.41], [1.61, -1.81, -1.22], [2.54, -1.82, -0.05], [3.67, -0.79, -0.41], [3.72, 0.55, 0.12], [4.77, 1.48, -0.29], [5.77, 1.03, -1.22], [5.78, -0.32, -1.77], [4.73, -1.22, -1.35], [4.65, -2.55, -1.80], [-3.55, -3.20, 2.62], [-5.11, -4.00, 2.31], [-3.70, -4.20, 1.11], [-2.71, -1.42, 1.24], [-3.88, -0.86, 2.48], [-4.06, -0.19, 0.84], [-6.35, -1.00, -0.11], [-2.08, -1.79, -0.95], [-1.89, -3.58, -1.34], [-1.45, -2.20, -3.88], [-0.57, -1.16, -2.61], [-0.36, -4.23, -2.74], [0.77, -3.13, -3.67], [0.27, -3.37, -0.56], [1.81, -3.87, -1.49], [0.92, -1.07, -1.05], [2.00, -1.51, 0.88], [2.98, -2.84, 0.00], [2.94, 0.86, 0.85], [4.79, 2.51, 0.14], [6.57, 1.73, -1.52], [6.56, -0.64, -2.50], [4.92, -3.07, -1.02], [-6.92, -0.61, 6.70], [-6.33, -0.51, 5.39], [-6.91, -1.26, 4.29], [-5.25, 0.27, 5.14], [-4.72, 0.39, 4.05], [-6.89, -1.65, 7.03], [-7.96, -0.28, 6.66], [-6.38, 0.01, 7.42], [-6.16, -1.94, 3.88], [-7.22, -0.57, 3.50], [-7.77, -1.84, 4.63], [-4.88, 0.80, 6.03], [10.81, 1.80, -1.65], [9.97, 2.78, -1.00], [9.66, 4.02, -1.69], [9.46, 2.58, 0.24], [8.74, 3.36, 0.84], [11.78, 2.25, -1.87], [10.33, 1.49, -2.59], [10.95, 0.93, -1.02], [10.01, 4.87, -1.09], [8.58, 4.11, -1.81], [10.13, 4.04, -2.67], [9.75, 1.61, 0.67], [7.29, 8.51, -4.08], [7.48, 7.11, -3.77], [6.45, 6.40, -3.03], [8.59, 6.43, -4.14], [8.81, 5.26, -3.91], [7.18, 9.07, -3.15], [6.39, 8.62, -4.69], [8.15, 8.90, -4.63], [6.87, 6.01, -2.10], [6.09, 5.56, -3.63], [5.62, 7.07, -2.80], [9.32, 7.06, -4.69], [-11.15, -2.66, 0.59], [-10.60, -2.77, 1.93], [-11.39, -2.31, 3.06], [-9.38, -3.30, 2.16], [-8.86, -3.42, 3.25], [-11.36, -1.60, 0.38], [-12.08, -3.23, 0.54], [-10.46, -3.04, -0.15], [-10.84, -1.53, 3.59], [-11.56, -3.15, 3.74], [-12.35, -1.92, 2.72], [-8.86, -3.62, 1.23]],
  "mulliken_charge": [-1.085, 0.447, -0.925, 0.255, -0.590, 0.474, -0.487, -0.439, -0.053, -0.664, -0.978, -0.383, -0.239, -0.929, 0.474, -0.362, -0.652, -0.089, -0.673, 0.259, -0.577, 0.372, 0.239, 0.307, 0.263, 0.267, 0.377, 0.313, -0.040, 0.358, 0.319, 0.345, 0.397, 0.402, 0.228, 0.323, 0.222, 0.496, 0.369, 0.286, 0.359, 0.352, 0.369, 0.324, -0.933, 0.190, -0.836, 0.071, -0.591, 0.326, 0.316, 0.315, 0.126, 0.243, 0.470, 0.255, -0.936, 0.201, -0.904, 0.075, -0.599, 0.328, 0.322, 0.314, 0.242, 0.151, 0.508, 0.298, -0.932, 0.118, -0.882, 0.103, -0.567, 0.342, 0.338, 0.291, 0.257, 0.302, 0.361, 0.283, -0.949, 0.109, -0.912, 0.200, -0.624, 0.353, 0.353, 0.294, 0.255, 0.293, 0.384, 0.246],
  "smiles": "CN(C)B(O)C(=O)OCCCCNCc1ccccc1O.CN(C)C=O.CN(C)C=O.CN(C)C=O.CN(C)C=O",
  "homo_ha": -0.311,
  "lumo_energy_ev": 0.549,
  "total_charge": 0,
  "orbital_gap_ev": 9.01
}


(9)
{
  "formula": "C6H24O8",
  "method": "ωB97M-V/def2-TZVPD",
  "symbols": ["C", "C", "C", "C", "C", "C", "O", "H", "H", "H", "H", "H", "H", "H", "H", "H", "H", "O", "H", "H", "O", "H", "H", "O", "H", "H", "O", "H", "H", "O", "H", "H", "O", "H", "H", "O", "H", "H"],
  "coordinates": [[-1.21, -0.18, -3.05], [-0.45, 0.30, -1.87], [-0.85, 1.25, -1.03], [-0.06, 1.72, 0.10], [-0.54, 2.48, 1.08], [0.19, 3.02, 2.25], [-1.89, 2.78, 1.04], [-1.26, -1.27, -3.08], [-2.24, 0.19, -3.06], [-0.75, 0.20, -3.98], [0.52, -0.23, -1.71], [-1.84, 1.69, -1.17], [0.97, 1.41, 0.11], [1.26, 2.96, 2.16], [-0.01, 2.41, 3.15], [-0.07, 4.08, 2.43], [-2.16, 3.38, 1.74], [2.30, -2.70, 0.68], [1.43, -2.98, 0.32], [2.75, -2.19, -0.03], [3.37, -1.26, -1.38], [3.23, -0.30, -1.53], [3.28, -1.72, -2.22], [-3.36, 0.52, 0.79], [-2.73, 1.29, 0.81], [-3.90, 0.53, 1.58], [1.19, -1.54, 2.92], [1.77, -1.91, 2.21], [0.30, -1.60, 2.58], [-0.19, -3.31, -0.30], [-0.48, -4.15, 0.07], [-0.93, -2.69, -0.03], [2.98, 1.36, -1.88], [3.57, 1.85, -1.30], [2.09, 1.54, -1.54], [-2.49, -1.98, 0.32], [-2.94, -2.04, -0.53], [-2.69, -1.03, 0.59]],
  "mulliken_charge": [-1.474, 0.397, -0.162, -0.542, 0.459, -1.530, -0.582, 0.309, 0.363, 0.324, 0.212, 0.504, 0.420, 0.359, 0.318, 0.420, 0.281, -0.792, 0.419, 0.431, -0.719, 0.394, 0.303, -0.744, 0.389, 0.276, -0.666, 0.449, 0.266, -0.706, 0.303, 0.436, -0.760, 0.346, 0.333, -0.738, 0.302, 0.402],
  "smiles": "C/C=C/C=C(/C)O.O.O.O.O.O.O.O",
  "homo_ha": -0.312,
  "e_above_lowest_kj_mol": 94.6,
  "lumo_energy_ev": 0.116,
  "total_charge": 0,
  "orbital_gap_ev": 8.62
}


(10)
{
  "formula": "C17H19FN2O4S",
  "method": "ωB97M-V/def2-TZVPD",
  "symbols": ["O", "C", "N", "C", "C", "C", "C", "C", "O", "C", "C", "C", "C", "C", "N", "S", "O", "O", "C", "C", "C", "C", "F", "C", "C", "H", "H", "H", "H", "H", "H", "H", "H", "H", "H", "H", "H", "H", "H", "H", "H", "H", "H", "H"],
  "coordinates": [[2.38, 2.49, 0.40], [1.76, 1.58, 0.91], [2.30, 0.60, 1.67], [3.71, 0.27, 1.56], [3.88, -0.77, 0.51], [4.04, -0.67, -0.84], [3.98, -1.99, -1.35], [3.78, -2.79, -0.27], [3.71, -2.07, 0.85], [0.24, 1.39, 0.71], [-0.44, 2.62, 0.12], [-1.65, 2.20, -0.71], [-1.21, 1.37, -1.93], [0.06, 0.56, -1.59], [0.14, 0.25, -0.19], [-0.35, -1.21, 0.37], [0.03, -2.20, -0.59], [0.13, -1.31, 1.72], [-2.14, -1.13, 0.43], [-2.86, -1.51, -0.69], [-4.24, -1.39, -0.68], [-4.86, -0.90, 0.45], [-6.20, -0.77, 0.46], [-4.15, -0.53, 1.58], [-2.77, -0.65, 1.56], [1.69, -0.17, 1.92], [4.24, 1.18, 1.29], [4.06, -0.10, 2.53], [4.18, 0.24, -1.40], [4.07, -2.29, -2.37], [3.67, -3.85, -0.18], [-0.22, 1.09, 1.66], [0.29, 3.15, -0.50], [-0.74, 3.29, 0.93], [-2.19, 3.08, -1.05], [-2.32, 1.61, -0.09], [-0.98, 2.03, -2.77], [-2.02, 0.71, -2.23], [0.09, -0.39, -2.13], [0.95, 1.13, -1.86], [-2.34, -1.91, -1.54], [-4.84, -1.68, -1.54], [-4.67, -0.16, 2.45], [-2.17, -0.40, 2.43]],
  "mulliken_charge": [-0.684, 0.133, -0.119, -1.102, 0.496, -0.334, -0.499, -0.492, -0.356, -0.350, -1.014, -0.377, -0.645, -0.934, 0.304, 1.532, -0.725, -0.854, -0.224, -0.281, -0.709, 0.393, -0.327, -0.711, -0.283, 0.357, 0.431, 0.345, 0.557, 0.440, 0.486, 0.740, 0.361, 0.508, 0.503, 0.012, 0.464, 0.237, 0.458, 0.365, 0.546, 0.454, 0.452, 0.445],
  "smiles": "O=C(NCc1ccco1)[C@H]1CCCCN1S(=O)(=O)c1ccc(F)cc1",
  "homo_ha": -0.308,
  "e_above_lowest_kj_mol": 43.8,
  "lumo_energy_ev": 0.540,
  "total_charge": 0,
  "orbital_gap_ev": 8.93
}


Number 1: strongest force on any atom 0.1013 hartree/bohr, E_tot -21775.68196 eV. Number 2: strongest force on any atom 0.0117 hartree/bohr, E_tot -10331.53147 eV. Number 3: strongest force on any atom 0.0420 hartree/bohr, E_tot -9900.22397 eV. Number 4: strongest force on any atom 0.0528 hartree/bohr, E_tot -55091.93588 eV. Number 5: strongest force on any atom 0.0180 hartree/bohr, E_tot -6258.01812 eV. Number 6: strongest force on any atom 0.0772 hartree/bohr, E_tot -18703.70824 eV. Number 7: strongest force on any atom 0.0756 hartree/bohr, E_tot -11062.19390 eV. Number 8: strongest force on any atom 0.0405 hartree/bohr, E_tot -53785.18658 eV. Number 9: strongest force on any atom 0.0242 hartree/bohr, E_tot -22991.45708 eV. Number 10: strongest force on any atom 0.0213 hartree/bohr, E_tot -42660.01321 eV.